# 1
One molecule with the formula C3H3NO2, computed with wB97M-V/def2-TZVPD.

```
9
Properties=species:S:1:pos:R:3
H -1.044 0.793 0.823
C 2.050 0.479 0.239
N 1.237 -0.339 0.011
H -1.382 0.770 -0.899
O 2.827 1.251 0.583
H -2.127 -0.387 0.080
C -1.197 0.182 0.002
O -0.291 -1.944 -0.593
C -0.073 -0.804 -0.246
```

## Properties
Structure (SMILES): CC(=O)N=C=O
2S+1: 1
F_max: 2.64 eV/A
Energy: -321.3540 a.u.
Frontier orbital gap: 11.551 eV
E_HOMO: -0.4051 hartree

=====

# 2
A 2-piece molecular cluster, C2H4I2O overall, computed with wB97M-V/def2-TZVPD.

```
9
Properties=species:S:1:pos:R:3
I -2.535 1.739 0.475
H -2.852 0.689 -0.584
O 0.461 -0.086 1.907
H 0.204 -0.557 -1.254
C 0.701 0.120 -0.572
H 0.422 1.206 -0.647
C 0.661 -0.549 0.847
I 1.201 -2.654 0.638
H 1.738 0.091 -0.810
```

## Properties
Structure (SMILES): CC(=O)I.I
2S+1: 1
F_max: 2.00 eV/A
Energy: -749.2132 a.u.
Frontier orbital gap: 10.220 eV
E_HOMO: -0.3580 hartree

=====

# 3
An isolated ion of composition C4H9IN and charge +1, computed with wB97M-V/def2-TZVPD.

```
15
Properties=species:S:1:pos:R:3
H -1.749 -1.212 0.436
C -0.144 0.069 -0.028
H 0.729 -0.343 -2.108
C 1.111 -0.907 0.027
C 0.236 -0.825 -1.237
C -1.252 -0.286 0.865
H 0.925 -1.812 0.624
H 0.950 1.935 -0.501
H -2.081 0.535 1.099
H -0.934 -0.746 1.724
N 0.119 1.529 -0.031
H -0.310 -1.756 -1.407
H -0.650 2.033 -0.384
H 0.053 1.846 0.890
I 2.998 -0.061 0.031
```

## Properties
Structure (SMILES): C[C@]1([NH3+])C[C@H]1I
2S+1: 1
F_max: 4.22 eV/A
Energy: -509.9428 a.u.
Frontier orbital gap: 9.836 eV
Total charge: +1
E_HOMO: -0.4907 hartree

=====

# 4
C2H11NO2 as an isolated structure, computed with wB97M-V/def2-TZVPD.

```
16
Properties=species:S:1:pos:R:3
H 0.143 -2.327 0.117
O 1.382 0.357 -0.360
C -1.913 0.156 -0.340
H 1.532 1.615 0.959
H -2.252 0.703 -1.208
H -0.802 -0.656 -1.819
H 0.288 -0.213 -0.432
N -0.819 -0.706 -0.811
H 2.165 1.603 2.287
O 1.825 2.248 1.655
H -1.069 -2.826 -1.113
H 2.100 -0.282 -0.358
H -2.774 -0.516 0.027
H -1.527 -2.186 0.446
H -1.586 0.818 0.494
C -0.819 -2.124 -0.341
```

## Properties
2S+1: 1
F_max: 2.29 eV/A
Energy: -287.9861 a.u.
Frontier orbital gap: 9.996 eV
E_HOMO: -0.3477 hartree

=====

# 5
C15H34AuNO2P2Si as an isolated structure, computed with wB97M-V/def2-TZVPD.

```
56
Properties=species:S:1:pos:R:3
H 1.120 -0.072 5.055
H 3.392 -1.560 -2.109
H -0.709 1.986 2.552
H -1.802 -0.782 5.610
C 1.282 -1.416 -2.627
H -1.289 2.999 -1.376
H 2.384 3.416 -2.775
C -1.185 1.455 3.389
C 2.479 -2.364 0.582
H 1.151 3.638 -1.868
H 3.520 1.298 -0.118
C -1.871 -1.246 4.614
H 1.797 -0.061 3.402
C -1.109 -2.218 -3.745
H -0.631 1.959 -2.633
H -4.135 1.193 -0.501
H -2.384 2.335 -2.649
C -0.864 -1.175 1.725
C -1.515 2.129 -2.009
H -0.319 -2.128 1.648
C 3.501 0.399 0.511
H -3.011 2.028 0.612
C 0.083 -2.761 -4.221
C -3.220 1.086 0.092
H 1.332 -1.605 4.175
H 2.251 -2.716 -4.055
H -1.607 -2.310 4.700
H 3.507 -2.714 0.416
H -0.668 5.217 -1.171
Si -0.698 -0.364 3.428
H 0.060 -3.505 -5.012
O 0.016 4.563 -0.959
P 2.235 -0.709 -0.121
H -2.909 -1.171 4.260
C -2.298 -0.644 -2.108
H -0.859 1.922 4.332
N 0.124 -0.922 -2.183
P -1.817 0.702 -0.960
H 3.234 0.685 1.535
H -2.870 -1.397 -1.539
Au 0.071 0.058 0.224
O 1.660 2.929 -2.339
H -2.076 -2.482 -4.175
C 1.299 -2.336 -3.688
H 0.007 4.484 0.011
C -1.050 -1.275 -2.707
H 2.278 -2.338 1.664
H -1.901 -1.339 1.399
H 4.487 -0.081 0.501
H 1.784 -3.071 0.108
H -2.275 1.571 3.307
C 2.527 -0.903 -1.926
C 1.060 -0.545 4.061
H 2.758 0.122 -2.283
H -3.359 0.294 0.837
H -2.969 -0.259 -2.893
```

## Properties
2S+1: 3
F_max: 2.41 eV/A
Energy: -1904.5118 a.u.
⟨S²⟩: 2.009
Frontier orbital gap (spin up / spin down): 7.989 / 4.732 eV
Total charge: +2
E_HOMO (spin up / spin down): -0.5104 / -0.5530 hartree

=====

# 6
C25H51ClMoO2P2Si2 as an isolated structure, computed with wB97M-V/def2-TZVPD.

```
84
Properties=species:S:1:pos:R:3
C 2.968 -1.723 -0.495
Si -1.388 -2.890 2.046
H -3.167 1.360 -0.453
H -0.250 0.937 -4.439
C -2.618 -0.724 0.181
H -3.193 -1.351 -0.496
C 0.243 -3.339 1.195
C 2.009 2.898 -1.000
H -1.865 3.251 -0.932
H -0.002 -2.707 -3.358
H -3.657 3.711 2.072
H -3.686 -3.739 2.020
H 2.698 -4.184 0.524
C -0.987 -2.755 -2.876
H 1.067 -2.994 1.850
P 0.332 2.433 -0.377
H -0.768 3.752 4.276
C -2.729 -4.097 1.620
H -1.390 1.827 -2.865
Si -1.363 2.806 2.093
C -1.809 -1.210 1.296
H 1.872 5.096 -0.720
Cl 1.896 0.055 -4.498
H 2.962 -1.647 0.606
H -0.975 -3.882 4.252
H -0.253 -0.824 -4.423
C -1.326 -0.051 1.955
C -1.027 -2.851 3.878
H 2.908 0.145 3.768
H 3.985 -1.989 -0.823
C 2.551 -4.160 -0.565
H 1.092 2.876 1.869
H 2.884 1.400 0.345
H 1.873 2.925 -2.096
H 2.685 4.212 0.594
H -1.808 -2.334 4.448
C -0.887 -3.399 -1.499
H 4.047 2.291 -0.667
C -0.987 2.845 -2.842
H -1.655 3.473 -3.447
C 2.236 -0.200 2.955
H -2.789 4.245 0.617
H 0.335 -4.432 1.073
H 0.396 -5.014 -2.197
C 0.266 3.265 1.247
H -1.408 -1.744 -2.844
C -0.607 4.912 -1.492
H -0.699 -0.071 2.845
H -0.004 2.842 -3.330
H -1.881 2.394 4.513
H -1.427 5.396 -2.040
H -2.439 4.994 2.196
H 0.318 5.110 -2.048
H 3.045 1.029 -1.402
C 0.219 0.060 -3.982
H -1.862 -3.301 -0.998
H -0.549 5.392 -0.509
H -2.503 -5.058 2.098
O 1.771 0.751 2.244
C -1.793 1.137 1.333
C -0.548 -4.882 -1.653
Mo -0.549 -0.016 -0.135
C -0.896 3.412 -1.430
C -1.015 2.739 3.931
C -2.608 0.699 0.204
P 0.300 -2.440 -0.390
C 2.001 -2.795 -0.987
C 3.048 1.832 -0.657
H 0.353 4.361 1.168
H -0.165 2.081 4.159
C -2.686 4.051 1.690
H 1.919 -5.005 -0.855
H -2.845 -4.256 0.544
H -1.640 -3.364 -3.515
C 2.524 4.248 -0.491
H 3.531 -4.289 -1.043
H -0.501 -5.424 -0.701
H 3.495 4.433 -0.970
H -1.340 -5.350 -2.256
O 2.041 -1.433 2.868
H 1.912 -2.724 -2.087
H 0.103 0.070 -2.886
H 2.724 -0.736 -0.897
H -0.064 -2.363 4.088
```

## Properties
2S+1: 3
F_max: 1.47 eV/A
Energy: -2923.7873 a.u.
⟨S²⟩: 2.014
Frontier orbital gap (spin up / spin down): 7.101 / 6.755 eV
E_HOMO (spin up / spin down): -0.2554 / -0.2604 hartree

=====

Look up the energy of the first one.
-321.3540 a.u.

=====

Look up the energy of the second one.
-749.2132 a.u.

=====

What is the F_max in the fifth record?
2.41 eV/A